(1)
Below is a structure of composition C33H37ClN3O2V at a distorted geometry, with properties calculated with the ωB97M-V functional and the def2-TZVPD basis.

Last column: Löwdin charge in e.
Cartesian coordinates (Å):
V: 10.69 12.95 7.02  0.9980
C: 16.11 17.70 7.38  -0.0248
C: 15.50 16.84 6.26  -0.5595
C: 14.85 17.77 5.25  -0.0772
C: 16.61 16.07 5.53  -0.0376
C: 14.47 15.86 6.74  -0.1678
C: 14.77 14.87 7.72  0.0573
C: 13.80 13.84 8.05  -0.0799
N: 12.61 13.78 7.56  0.0516
C: 12.13 14.88 6.73  -0.5576
C: 13.17 15.84 6.31  0.0879
C: 9.73 15.61 7.10  -0.1943
C: 8.99 16.75 6.82  0.0621
C: 7.63 16.68 6.65  -0.1534
C: 7.16 15.41 6.35  0.0069
C: 7.99 14.32 6.41  -0.0626
N: 9.22 14.39 6.87  0.0419
C: 6.72 17.90 6.88  -0.5554
C: 5.52 17.83 5.98  -0.0766
C: 6.24 17.73 8.32  -0.0249
C: 7.41 19.27 6.65  -0.0374
H: 16.84 18.37 6.95  0.0850
H: 16.65 17.05 8.10  0.0863
H: 15.33 18.22 7.90  0.0767
H: 15.57 18.35 4.65  0.0974
H: 14.19 18.50 5.65  0.0766
H: 14.26 17.23 4.49  0.0863
H: 17.30 16.72 4.97  0.0910
H: 16.18 15.46 4.74  0.0904
H: 17.16 15.50 6.24  0.0705
H: 15.76 14.83 8.23  0.1247
H: 14.12 12.99 8.65  0.1267
H: 12.76 16.48 5.54  0.1280
H: 9.53 17.70 6.85  0.1304
H: 6.11 15.23 6.15  0.1172
H: 7.63 13.38 6.04  0.1057
H: 4.83 16.98 6.23  0.0981
H: 5.82 17.72 4.91  0.1034
H: 4.97 18.75 6.03  0.0777
H: 5.95 16.68 8.44  0.0925
H: 5.40 18.39 8.52  0.0915
H: 7.06 17.94 8.97  0.0820
H: 7.99 19.24 5.75  0.0768
H: 8.07 19.51 7.50  0.0906
H: 6.66 20.04 6.53  0.0813
Cl: 12.57 17.17 12.45  0.5361
C: 11.81 15.85 11.43  -0.5878
C: 11.35 14.62 11.94  -0.0935
C: 10.74 13.71 11.10  -0.0193
C: 10.69 13.94 9.72  -0.3422
O: 10.27 12.94 8.96  -0.1803
C: 11.03 15.24 9.18  -0.0892
C: 11.08 15.68 7.72  -0.0945
O: 11.50 14.21 5.71  -0.1863
C: 11.58 16.16 10.11  -0.0880
H: 11.53 14.36 12.98  0.1047
H: 10.32 12.79 11.48  0.1218
H: 11.37 16.72 7.70  0.1232
H: 11.94 17.13 9.79  0.0973
C: 12.31 9.89 7.25  -0.0476
C: 11.08 9.27 6.66  -0.2377
C: 11.04 7.94 6.36  -0.0691
C: 9.92 7.33 5.78  -0.0756
C: 8.83 8.13 5.39  -0.0476
C: 8.87 9.51 5.66  -0.2233
C: 7.69 10.37 5.31  -0.0647
C: 10.01 10.09 6.28  -0.2415
N: 10.08 11.45 6.60  -0.0537
H: 12.91 9.09 7.70  0.0778
H: 12.10 10.62 8.04  0.0651
H: 12.88 10.43 6.46  0.0968
H: 11.88 7.33 6.64  0.1024
H: 9.95 6.28 5.50  0.0949
H: 7.92 7.76 4.93  0.1037
H: 7.05 9.89 4.56  0.0755
H: 8.07 11.35 4.92  0.0687
H: 7.10 10.64 6.21  0.0901

The multiplicity is 3. The calculation puts the LUMO energy (alpha / beta) at 0.01422 / -0.05357 Eh. The calculation puts the HOMO energy (alpha / beta) at -7.5 / -7.6 eV. The expectation value of S² is 2.084.

---

(2)
Below is an isolated molecule of C33H37NO8 at a distorted geometry, with properties calculated with the ωB97M-V functional and the def2-TZVPD basis.

Last column: Löwdin charge in e.
Cartesian coordinates (Å):
C: 1.87 3.52 0.51  -0.0588
H: 2.94 3.32 0.52  0.0837
H: 1.72 4.57 0.25  0.0722
H: 1.40 2.91 -0.26  0.0579
C: 1.28 3.19 1.88  -0.1876
N: -0.16 3.22 1.90  -0.0502
C: -1.02 2.25 2.30  -0.4421
O: -2.22 2.47 2.34  0.0602
C: -0.50 0.87 2.68  -0.0281
H: 0.57 0.74 2.55  0.1036
H: -0.75 0.72 3.73  0.1275
C: -1.24 -0.18 1.81  -0.1682
C: -0.71 -1.57 2.04  -0.1549
C: -0.33 -2.39 1.00  0.0332
C: 0.17 -3.67 1.21  -0.1695
C: 0.29 -4.16 2.52  -0.1303
C: -0.13 -3.33 3.58  -0.1817
C: -0.62 -2.06 3.34  0.0315
H: -0.94 -1.44 4.16  0.1044
O: 0.00 -3.89 4.82  -0.0610
C: -0.40 -3.14 5.94  -0.0859
H: 0.19 -2.22 6.03  0.0963
H: -0.21 -3.77 6.80  0.0936
H: -1.46 -2.88 5.90  0.0964
O: 0.75 -5.39 2.89  -0.0549
C: 1.75 -6.01 2.11  -0.0729
H: 1.35 -6.45 1.20  0.0857
H: 2.55 -5.31 1.86  0.1017
H: 2.15 -6.80 2.75  0.0922
O: 0.54 -4.51 0.19  -0.1004
C: 0.65 -3.97 -1.11  -0.0762
H: 1.09 -4.75 -1.71  0.0958
H: -0.32 -3.69 -1.52  0.0958
H: 1.31 -3.09 -1.12  0.0961
H: -0.45 -2.04 -0.02  0.1041
C: -1.18 0.27 0.37  -0.0568
C: 0.03 0.42 -0.30  -0.1371
C: 0.10 0.88 -1.63  -0.0212
C: -1.09 1.33 -2.24  -0.1920
C: -2.29 1.20 -1.57  0.0587
C: -2.36 0.64 -0.29  -0.1980
O: -3.51 0.42 0.36  -0.0612
C: -4.71 0.95 -0.15  -0.0600
H: -4.99 0.48 -1.10  0.0971
H: -5.47 0.71 0.60  0.1002
H: -4.66 2.03 -0.27  0.1008
H: -3.20 1.53 -2.05  0.0967
O: -0.97 1.91 -3.46  -0.0811
C: -2.11 2.40 -4.11  -0.0572
H: -2.83 1.61 -4.32  0.1007
H: -1.75 2.82 -5.05  0.0996
H: -2.60 3.19 -3.53  0.0996
C: 1.39 0.88 -2.27  -0.1020
C: 2.49 0.56 -1.54  0.0751
C: 2.41 0.20 -0.14  -0.4558
O: 3.34 -0.03 0.59  0.1131
O: 1.15 0.09 0.38  0.1114
H: 3.47 0.55 -1.98  0.1357
C: 1.55 1.17 -3.70  -0.1947
C: 1.02 0.30 -4.65  -0.0277
C: 1.20 0.54 -6.00  -0.0759
C: 1.92 1.64 -6.41  -0.0891
C: 2.46 2.51 -5.48  -0.0767
C: 2.29 2.26 -4.13  -0.0230
H: 2.71 2.94 -3.39  0.1189
H: 3.03 3.37 -5.80  0.1031
H: 2.07 1.83 -7.47  0.1008
H: 0.79 -0.14 -6.73  0.1034
H: 0.46 -0.57 -4.32  0.1246
H: -2.29 -0.15 2.11  0.1528
C: -0.78 4.50 1.56  -0.1958
C: -1.40 4.49 0.16  -0.0599
H: -0.65 4.28 -0.60  0.0633
H: -2.16 3.72 0.12  0.0603
H: -1.85 5.46 -0.04  0.0743
H: -0.02 5.28 1.65  0.1159
H: -1.57 4.69 2.29  0.1205
H: 1.64 2.21 2.18  0.1038
H: 1.66 3.91 2.62  0.1258

The calculation puts the energy above the lowest of the compared OMol25 structures with the same formula, charge and spin at 0.000 eV. Its SMILES is CCN(CC)C(=O)C[C@H](c1cc(OC)c(OC)c(OC)c1)c1c(OC)cc(OC)c2c(-c3ccccc3)cc(=O)oc12. The calculation puts the LUMO energy at 0.00275 Eh. The calculation puts the HOMO energy at -7.6 eV.

---

(3)
Below is a structure of composition C33H38AsFN3O4ReS2 at a distorted geometry, with properties calculated with the ωB97M-V functional and the def2-TZVPD basis.

Last column: Löwdin charge in e.
Cartesian coordinates (Å):
Re: 0.94 -1.21 -1.29  1.5075
C: -3.32 -4.96 3.95  -0.0270
C: -1.99 -4.43 4.46  -0.2828
C: -2.14 -3.68 5.78  -0.1193
C: -0.76 -3.47 6.38  -0.1173
C: 0.16 -2.88 5.36  -0.1099
C: 1.34 -2.30 5.77  0.0962
C: 2.18 -1.67 4.86  -0.2364
F: 3.30 -1.12 5.28  0.1210
C: 1.84 -1.58 3.52  0.0810
C: 0.66 -2.18 3.07  -0.0408
C: 0.31 -2.10 1.66  -0.2521
O: 1.04 -1.38 0.90  -0.1514
C: -0.85 -2.82 1.27  -0.0138
C: -1.58 -3.52 2.22  0.0743
N: -1.27 -3.56 3.51  0.0521
C: -0.17 -2.88 3.98  -0.0492
C: -1.34 -2.84 -0.13  -0.4938
O: -2.42 -3.28 -0.45  0.1537
O: -0.54 -2.26 -1.02  -0.2852
H: -3.77 -5.55 4.74  0.1024
H: -3.21 -5.62 3.09  0.0892
H: -4.01 -4.15 3.71  0.1021
H: -1.32 -5.29 4.63  0.1745
H: -2.76 -4.24 6.46  0.1347
H: -2.62 -2.71 5.60  0.1406
H: -0.35 -4.43 6.71  0.1444
H: -0.80 -2.82 7.25  0.1384
H: 1.62 -2.33 6.81  0.1506
H: 2.49 -1.08 2.82  0.1236
H: -2.44 -4.08 1.88  0.1450
C: 2.95 6.17 -0.80  0.0039
C: 3.17 4.72 -1.04  -0.1749
C: 2.88 3.77 -0.05  0.0319
C: 3.01 2.43 -0.29  -0.1906
C: 2.83 1.43 0.82  -0.0118
C: 3.38 1.99 -1.60  -0.0801
C: 3.17 0.66 -2.02  -0.0440
O: 2.31 -0.14 -1.55  -0.3006
C: 3.86 2.95 -2.55  -0.1549
C: 4.44 2.54 -3.86  -0.0091
C: 3.71 4.28 -2.25  0.0451
H: 2.32 6.36 0.06  0.0965
H: 2.53 6.64 -1.69  0.1088
H: 3.91 6.66 -0.64  0.1235
H: 2.56 4.11 0.93  0.1407
H: 2.82 1.95 1.78  0.1068
H: 3.66 0.73 0.81  0.1133
H: 1.90 0.87 0.72  0.0539
H: 3.68 0.32 -2.93  0.1582
H: 3.69 2.09 -4.52  0.1020
H: 5.24 1.81 -3.73  0.1083
H: 4.85 3.40 -4.38  0.1024
H: 4.02 5.02 -2.97  0.1434
C: -2.51 -2.18 -3.93  -0.1873
As: -0.92 -1.23 -4.54  0.8529
C: -0.71 -1.70 -6.41  -0.2337
C: -1.17 0.72 -4.48  -0.2087
S: 1.01 -1.74 -3.67  0.2643
H: -3.39 -1.54 -4.07  0.0605
H: -2.45 -2.50 -2.89  0.0114
H: -2.62 -3.06 -4.57  0.0594
H: -1.56 -1.35 -7.00  0.0633
H: -0.66 -2.79 -6.51  0.0578
H: 0.21 -1.27 -6.82  0.0513
H: -2.21 0.97 -4.66  0.0550
H: -0.55 1.15 -5.27  0.0510
H: -0.85 1.13 -3.52  0.0067
N: -3.73 4.96 -0.46  0.1211
C: -3.71 3.84 -1.17  -0.8293
S: -4.74 3.57 -2.45  0.7367
C: -2.69 2.81 -0.92  -0.2311
C: -3.03 1.45 -0.92  -0.0029
C: -2.03 0.51 -0.83  -0.1152
N: -0.74 0.82 -0.78  0.0080
C: -0.41 2.11 -0.75  -0.1153
C: -1.34 3.13 -0.81  0.0245
H: -4.43 5.67 -0.67  0.1236
H: -3.15 5.10 0.36  0.1234
H: -4.07 1.15 -0.98  0.1176
H: -2.28 -0.55 -0.83  0.1000
H: 0.65 2.33 -0.70  0.0854
H: -1.01 4.16 -0.80  0.1248

The calculation puts the energy above the lowest of the compared OMol25 structures with the same formula, charge and spin at 0.404 eV. Its net charge is +3. The multiplicity is 2. The calculation puts the LUMO energy (alpha / beta) at -0.39756 / -0.39012 Eh. The calculation puts the HOMO energy (alpha / beta) at -14.8 / -14.8 eV. The expectation value of S² is 0.808.